1.
DFT (ωB97M-V/def2-TZVPD) results for a single C2H4N2OS3 molecule.

Geometry (Å):
C: -0.212581 -0.125101 -0.254250
C: 1.152486 -0.746180 -0.175719
H: 0.843253 2.474204 1.280211
H: -1.397751 1.559947 0.183283
H: -3.441216 -1.893572 -0.237921
H: 3.321668 -0.351521 -0.972428
N: -0.337163 1.231651 0.134973
N: -1.192970 -1.000187 -0.426006
O: 0.471544 1.396197 1.270636
S: -2.802025 -0.612890 -0.351648
S: 2.145690 0.220236 -1.052973
S: 1.449068 -2.152789 0.601845

Forces on atoms 1 to 6 (eV/Å):
-3.486 -2.062 1.353
-1.082 -1.585 1.075
-1.610 -4.695 -0.424
2.919 -0.952 0.655
1.428 1.444 -0.230
0.641 -0.768 0.347

**Maximum force**: 0.0983 hartree/bohr
**SMILES**: ON/C(=N\S)C(=S)S
**Energy above the lowest of the compared OMol25 structures with the same formula, charge and spin**: 3.724 eV
**HOMO energy**: -8.5 eV
**Orbital gap**: 7.89 eV

2.
DFT (ωB97M-V/def2-TZVPD) results for a molecular structure, C25H21F2FeO2.

Geometry (Å):
O: -1.474342 -2.846717 -3.945950
C: -0.632666 -3.529441 -3.595428
Fe: 0.736623 -4.575340 -2.982791
C: -0.183816 -6.143807 -2.837898
O: -0.745218 -7.128143 -2.721799
C: 0.297107 -4.071941 -1.027665
C: 0.365650 -2.612991 -0.861024
C: 1.187288 -1.998144 -0.033928
C: 2.021209 -3.548499 -4.318973
C: 1.996116 -4.957266 -4.642741
C: 2.462550 -5.688065 -3.484915
C: 2.766573 -4.732818 -2.442568
C: 2.491861 -3.408805 -2.958872
H: -0.697317 -4.448056 -0.787713
H: 1.015701 -4.586305 -0.391225
H: -0.284245 -2.023902 -1.486654
H: 1.217948 -0.928586 0.034861
H: 1.848272 -2.546291 0.607027
H: 1.777475 -2.730133 -5.001225
H: 1.706872 -5.391922 -5.602772
H: 2.587265 -6.771130 -3.418639
H: 3.174308 -4.967584 -1.456804
H: 2.620792 -2.469695 -2.417982
F: 1.664897 6.077839 -0.754753
C: 1.405768 4.754751 -0.901988
C: 1.956814 4.044400 -1.954320
C: 1.700036 2.694130 -2.094143
C: 0.883050 2.043335 -1.200583
C: 0.312727 2.732613 -0.118874
C: -0.517526 2.051573 0.822474
C: -1.040063 2.672605 1.934801
C: -1.858081 2.101629 2.883790
C: -2.392793 2.834492 3.987301
C: -2.160805 4.211360 4.149372
C: -2.699826 4.912748 5.204263
F: -2.468029 6.243166 5.325740
C: -3.486260 4.251461 6.132091
C: -3.723335 2.897585 6.001315
C: -3.189040 2.193294 4.949199
C: 0.596810 4.104408 0.001750
H: 2.587146 4.566637 -2.651245
H: 2.145156 2.149191 -2.909204
H: 0.673961 0.994129 -1.319014
H: -0.749189 1.015410 0.645071
H: -0.778701 3.701614 2.079810
H: -2.121665 1.062768 2.788886
H: -1.564362 4.759605 3.445071
H: -3.911912 4.817557 6.941650
H: -4.339264 2.394404 6.726390
H: -3.373807 1.137717 4.852330
H: 0.192288 4.685161 0.808497

Forces on atoms 1 to 6 (eV/Å):
-0.930 0.922 -0.195
-0.940 -0.299 -0.725
-2.620 -0.007 1.471
-0.869 -0.613 -0.603
-0.602 -1.065 0.377
-0.613 0.607 1.116

**Maximum force**: 0.0584 hartree/bohr
**Spin multiplicity**: 5
**HOMO energy (alpha / beta)**: -1.4 / -3.5 eV
**Orbital gap (alpha / beta)**: 3.49 / 4.03 eV
**Charge**: -1

3.
DFT (ωB97M-V/def2-TZVPD) results for a molecular structure, C22H31CaCl4F4KN4NaO11PS2.

Geometry (Å):
C: 4.489407 -2.736225 -0.179665
C: 4.431142 -1.188253 0.022474
C: 3.051924 -0.555353 -0.309620
C: 2.376474 0.070087 0.969596
N: 1.360216 -0.793899 1.590101
C: 0.118698 -0.794328 0.927736
C: -0.314018 0.232748 0.024789
N: -1.470314 0.306985 -0.582973
C: -2.253707 -0.771037 -0.215224
C: -3.564796 -0.829260 -0.750851
C: -4.494998 -1.933181 -0.408581
C: -4.036521 -2.982555 0.454695
P: -4.967997 -4.475879 1.028749
O: -5.543520 -4.395053 2.381449
C: -2.748911 -2.872136 0.948267
C: -1.876388 -1.805422 0.633491
N: -0.644274 -1.822078 1.224391
H: 4.732759 -3.229221 0.773190
H: 3.544179 -3.143290 -0.563402
H: 5.317793 -3.004148 -0.850107
H: 4.780186 -0.963696 1.033846
H: 5.162051 -0.748402 -0.667462
H: 3.217064 0.275026 -1.010879
H: 2.341848 -1.295940 -0.707096
H: 2.062027 1.106319 0.815549
H: 3.196778 0.134643 1.702429
H: 1.669823 -1.762490 1.525786
H: 0.383885 1.045907 -0.188258
H: -3.969774 -0.019415 -1.439128
H: -5.514823 -1.985163 -0.801446
H: -5.957184 -4.857195 0.094492
H: -3.982374 -5.500423 1.090875
H: -2.383266 -3.649536 1.617627
C: 8.122047 2.065861 2.385895
F: 8.525696 1.274273 3.372696
F: 7.861317 3.246708 2.939295
F: 9.216135 2.250876 1.550758
S: 6.711107 1.379469 1.425036
O: 5.658131 1.243148 2.395691
O: 7.240422 0.134724 0.911662
O: 6.474667 2.392854 0.416106
Ca: -4.890006 0.322154 0.734822
C: -5.593986 1.203125 -3.990171
Cl: -7.140852 2.086737 -3.920607
Cl: -5.299116 0.312032 -2.488243
Cl: -5.551567 0.117255 -5.370071
H: -4.793550 1.926089 -4.101214
Cl: -7.183155 -1.996203 1.827497
K: -7.344632 1.351555 -6.870472
N: -7.086199 -3.469466 -5.991673
O: -7.082924 -4.461588 -6.724477
O: -6.389938 -3.438080 -4.954781
O: -7.790921 -2.466195 -6.290531
F: -2.020224 -1.693043 3.145055
Na: 10.217225 2.361339 -0.200382
O: -0.848560 2.066206 -6.935929
C: -0.586044 1.890037 -5.782478
O: -1.334359 2.369889 -4.751028
C: -0.683880 2.060132 -3.498166
C: 0.230982 0.887726 -3.799104
C: 0.623390 1.147713 -5.251394
H: -0.132642 2.943871 -3.167659
H: -1.434341 1.810540 -2.751097
H: 1.076956 0.816307 -3.117144
H: -0.331623 -0.045832 -3.734509
H: 1.498034 1.794798 -5.332605
H: 0.781941 0.222083 -5.797507
C: 1.993639 1.800130 4.926048
C: 0.930188 1.016816 4.147719
C: -0.426266 1.304266 4.799620
S: -0.291522 2.936051 5.532156
O: -0.389935 2.813757 6.965242
O: -1.115408 3.865807 4.790929
C: 1.425043 3.204628 5.101625
H: 2.949430 1.818751 4.401611
H: 2.153177 1.335734 5.902183
H: 0.916723 1.354736 3.109424
H: 1.138455 -0.049771 4.139662
H: -1.233349 1.303892 4.071970
H: -0.647532 0.595110 5.594516
H: 1.916070 3.776331 5.886386
H: 1.448372 3.758533 4.162797

Forces on atoms 1 to 6 (eV/Å):
0.370 0.255 0.407
-0.057 -0.766 -0.920
-0.167 0.776 1.141
1.707 -0.616 0.412
-0.439 0.665 -2.017
-0.200 -0.938 0.893

**Maximum force**: 0.0657 hartree/bohr
**HOMO energy**: -7.3 eV
**Orbital gap**: 4.80 eV